Here is a molecular structure, C25H34BaN2O at a distorted geometry from the OMol25 dataset. Energies are from ωB97M-V/def2-TZVPD.

Geometry as XYZ:
```
63
Properties=species:S:1:pos:R:3:lowdin_charge:R:1
C -5.460 0.272 -1.372 -0.17
C -5.460 1.569 -2.175 -0.17
H -5.642 -0.590 -2.020 0.06
H -6.252 0.285 -0.619 0.06
H -4.510 0.112 -0.851 0.05
H -4.582 1.650 -2.821 0.05
H -6.348 1.629 -2.810 0.06
H -5.474 2.443 -1.519 0.07
C 1.160 -3.142 -1.622 -0.13
C 2.072 -4.150 -1.964 -0.04
C 3.148 -3.855 -2.802 -0.04
C 3.275 -2.548 -3.272 0.00
H 0.290 -3.329 -0.970 0.11
H 1.928 -5.151 -1.574 0.11
H 3.878 -4.610 -3.099 0.12
H 4.092 -2.256 -3.930 0.10
N 1.293 -1.875 -2.078 -0.07
C 2.335 -1.568 -2.903 -0.20
C 2.408 -0.162 -3.386 -0.21
N 1.420 0.673 -2.962 -0.04
C 1.418 1.964 -3.346 -0.11
C 3.427 1.634 -4.637 -0.05
C 2.411 2.488 -4.184 -0.03
H 0.587 2.567 -2.957 0.07
H 2.366 3.539 -4.458 0.11
C 3.431 0.300 -4.238 -0.01
H 4.206 -0.391 -4.567 0.10
H 4.215 2.001 -5.297 0.11
Ba -0.701 -0.158 -1.353 1.79
C -1.524 2.555 -1.715 -0.41
H -1.584 2.733 -2.802 -0.10
H -0.679 3.137 -1.303 -0.08
H -2.463 2.818 -1.216 -0.09
C -1.558 2.639 1.822 -0.08
C -0.084 2.536 2.218 -0.38
C 0.319 3.804 2.979 -0.10
C 0.182 1.257 3.001 -0.13
C 0.356 1.254 4.376 -0.06
C 0.464 0.059 5.089 -0.11
C 0.478 -1.159 4.412 -0.07
C 0.360 -1.204 3.029 -0.15
C 0.348 -2.530 2.276 -0.40
C 1.598 -3.366 2.538 -0.08
C -0.914 -3.321 2.614 -0.07
C 0.126 0.004 2.302 -0.33
O -0.185 -0.049 1.034 -0.47
H -2.161 2.870 2.710 0.08
H -1.927 1.693 1.406 0.06
H -1.711 3.434 1.083 0.07
H 0.516 2.493 1.294 0.13
H -0.358 3.980 3.826 0.07
H 1.344 3.738 3.360 0.08
H 0.251 4.675 2.316 0.08
H 0.395 2.209 4.906 0.10
H 0.546 0.083 6.173 0.09
H 0.571 -2.100 4.963 0.11
H 0.324 -2.299 1.201 0.09
H 1.667 -3.651 3.596 0.07
H 1.571 -4.281 1.934 0.07
H 2.499 -2.802 2.268 0.08
H -1.805 -2.719 2.393 0.08
H -0.961 -4.247 2.026 0.07
H -0.931 -3.585 3.680 0.08
```

Calculated values
highest occupied orbital energy	-6.220	eV
electronic energy	-32198.2159	eV
energy above the lowest of the compared OMol25 structures with the same formula, charge and spin	0.0	kcal/mol
frontier orbital gap	5.16	eV

---

Here is a molecular structure, C22H17N5O9SZr from the OMol25 dataset. Energies are from ωB97M-V/def2-TZVPD.

Geometry as XYZ:
```
55
Properties=species:S:1:pos:R:3:nbo_charge:R:1
Zr 0.087 -0.145 -0.030 2.22
N 4.439 -1.649 -0.434 -0.79
C 3.277 -1.073 -0.053 0.32
S 2.368 -0.256 -1.314 -0.35
N 2.929 -1.197 1.193 -0.41
N 1.733 -0.583 1.452 -0.37
C 1.319 -0.533 2.661 0.15
C 0.125 0.211 3.045 -0.24
C -0.467 -0.082 4.285 -0.14
C -1.519 0.657 4.766 -0.25
C -1.987 1.743 4.019 -0.16
C -1.417 2.064 2.810 -0.27
C -0.371 1.296 2.283 0.41
O 0.101 1.569 1.062 -0.81
H 4.741 -1.588 -1.387 0.41
H 5.012 -2.100 0.257 0.41
H 1.875 -1.054 3.439 0.20
H -0.073 -0.909 4.864 0.21
H -1.975 0.409 5.714 0.22
H -2.814 2.333 4.391 0.22
H -1.786 2.888 2.214 0.23
C 0.920 1.828 -3.517 -0.67
C -0.435 1.694 -2.925 0.44
N -0.735 1.233 -1.728 -0.55
C -2.115 1.243 -1.615 0.06
C -2.654 1.721 -2.761 -0.02
N -1.573 2.030 -3.568 -0.49
C -4.062 1.905 -3.208 0.77
O -4.332 3.142 -3.704 -0.67
O -4.885 1.049 -3.206 -0.49
C -2.760 0.758 -0.345 0.78
O -3.842 1.177 -0.016 -0.58
O -2.000 -0.089 0.291 -0.81
H 1.626 2.154 -2.757 0.26
H 0.918 2.547 -4.335 0.23
H 1.262 0.864 -3.895 0.26
H -1.623 2.351 -4.521 0.43
H -3.675 3.779 -3.401 0.49
O -0.620 -1.590 -1.667 -0.71
C -0.660 -2.502 -0.797 0.81
O -0.189 -2.243 0.372 -0.75
C -1.227 -3.827 -1.098 -0.19
C -1.207 -4.814 -0.122 -0.14
C -1.742 -6.079 -0.364 -0.27
C -2.285 -6.286 -1.608 0.25
O -2.854 -7.422 -2.095 -0.47
C -3.378 -7.081 -3.381 0.23
O -2.878 -5.792 -3.723 -0.49
C -2.302 -5.299 -2.584 0.28
C -1.781 -4.057 -2.367 -0.22
H -0.772 -4.579 0.840 0.24
H -1.735 -6.858 0.384 0.23
H -4.470 -7.053 -3.332 0.16
H -3.038 -7.811 -4.114 0.17
H -1.789 -3.279 -3.116 0.25
```

Calculated values
highest occupied orbital energy	-8.086	eV
electronic energy	-61090.2510	eV
energy above the lowest of the compared OMol25 structures with the same formula, charge and spin	22.2	kcal/mol
frontier orbital gap	8.18	eV

---

Here is a molecular structure, C7H14 at a distorted geometry from the OMol25 dataset. Energies are from ωB97M-V/def2-TZVPD.

Geometry as XYZ:
```
21
Properties=species:S:1:pos:R:3:nbo_charge:R:1
C 0.995 0.026 -1.615 -0.62
C 0.129 -0.738 -0.642 -0.33
C 0.609 -1.320 0.647 -0.01
C 1.873 -0.689 1.164 -0.73
C -0.874 -0.022 0.280 -0.20
C -0.538 1.379 0.822 -0.62
C -2.285 0.002 -0.297 -0.59
H 0.392 0.338 -2.475 0.22
H 1.788 -0.633 -1.986 0.21
H 1.455 0.917 -1.180 0.21
H -0.419 -1.528 -1.164 0.21
H -0.808 -0.987 1.064 0.30
H 2.538 -1.499 0.811 0.27
H 2.016 -0.647 2.247 0.23
H 2.274 0.233 0.711 0.19
H -1.277 1.715 1.565 0.22
H -0.564 2.139 0.023 0.21
H 0.441 1.450 1.300 0.22
H -2.559 -0.963 -0.729 0.21
H -3.010 0.292 0.470 0.21
H -2.329 0.761 -1.096 0.21
```

Calculated values
highest occupied orbital energy	-7.625	eV
electronic energy	-7481.9179	eV
energy above the lowest of the compared OMol25 structures with the same formula, charge and spin	100.9	kcal/mol
frontier orbital gap	8.60	eV

---

Here is 2 unconnected molecules or ions with the total composition C4H4ClN2O3S at a distorted geometry from the OMol25 dataset. Energies are from ωB97M-V/def2-TZVPD.

Geometry as XYZ:
```
15
Properties=species:S:1:pos:R:3:nbo_charge:R:1
C -0.860 1.778 -0.647 0.15
C 0.863 2.975 -0.385 -0.07
C 1.277 1.671 -0.238 -0.17
C 0.023 -0.550 -0.387 -0.39
N -0.497 3.051 -0.675 -0.49
N 0.129 0.885 -0.354 -0.41
O 3.342 0.730 1.896 -0.94
O 3.464 -0.758 -0.060 -0.95
O 4.418 1.527 -0.132 -0.92
S 3.549 0.602 0.493 2.43
Cl 1.859 4.375 -0.285 -0.02
H -1.863 1.236 -0.642 0.16
H 0.648 -0.878 0.484 0.23
H -1.055 -0.722 -0.113 0.18
H 0.282 -1.099 -1.237 0.20
```

Calculated values
total charge	-1
highest occupied orbital energy	-4.592	eV
electronic energy	-36692.8990	eV
energy above the lowest of the compared OMol25 structures with the same formula, charge and spin	0.0	kcal/mol
frontier orbital gap	8.13	eV